No. 1
Molecular formula: C31H29ClF25INO7
Method: DFT, ωB97M-V/def2-TZVPD

HOMO energy (eV): -13.2
Net charge: +1

Element x y z (Å)
C 1.614 0.624 -0.055
C 0.481 0.447 -0.424
C -0.831 0.136 -0.884
C -1.076 -1.116 -1.457
C 0.009 -2.159 -1.592
O 0.762 -2.390 -0.698
O 0.041 -2.751 -2.801
C -2.358 -1.395 -1.877
F -2.647 -2.576 -2.375
C -3.384 -0.490 -1.772
C -4.749 -0.897 -2.237
C -5.459 -1.697 -1.160
O -4.891 -2.182 -0.241
I -7.550 -1.939 -1.412
N -3.109 0.719 -1.236
C -4.197 1.755 -1.152
O -4.587 1.966 0.140
C -5.437 0.960 0.711
C -6.044 1.483 1.987
C -1.874 1.054 -0.767
C -1.640 2.385 -0.101
Cl -0.560 3.345 -1.161
C -1.126 2.257 1.355
C -2.080 2.865 2.396
H 2.647 0.729 0.196
H -0.237 -3.679 -2.731
H -4.626 -1.595 -3.069
H -5.361 -0.089 -2.619
H -3.779 2.680 -1.538
H -5.016 1.464 -1.801
H -4.842 0.065 0.924
H -6.228 0.684 0.007
H -5.290 1.876 2.663
H -6.530 0.645 2.488
H -6.813 2.226 1.791
H -2.537 2.975 -0.055
H -0.937 1.209 1.578
H -0.156 2.746 1.398
H -2.906 3.406 1.940
H -1.545 3.572 3.025
H -2.484 2.097 3.051
C -0.258 6.824 0.182
C -0.752 7.320 1.545
C -2.015 8.187 1.595
F -1.881 9.299 0.851
F -2.229 8.546 2.878
F 0.248 7.908 2.221
F -1.102 6.178 2.228
O 0.762 7.540 -0.477
C 0.509 8.619 -1.280
C 1.085 9.929 -0.718
F 0.681 10.129 0.550
F 0.639 10.946 -1.484
F -0.800 8.733 -1.571
F 1.164 8.402 -2.442
H 0.212 5.867 0.404
H -1.096 6.614 -0.485
H -2.878 7.616 1.240
H 2.175 9.892 -0.751
C 0.654 -5.544 0.310
C -0.357 -6.175 -0.651
C -1.424 -7.122 -0.094
F -0.861 -8.164 0.537
F -2.159 -7.582 -1.131
F 0.273 -6.736 -1.697
F -1.081 -5.099 -1.151
O 1.928 -6.130 0.436
C 2.182 -7.158 1.306
C 2.547 -8.466 0.586
F 1.615 -8.781 -0.334
F 2.606 -9.450 1.504
F 1.177 -7.335 2.179
F 3.281 -6.809 2.010
H 0.854 -4.585 -0.158
H 0.204 -5.337 1.282
H -2.081 -6.587 0.597
H 3.518 -8.358 0.098
C 5.989 -3.800 0.517
C 5.283 -2.753 1.385
C 4.160 -1.926 0.752
F 4.571 -1.235 -0.332
F 3.718 -1.022 1.665
F 6.179 -1.940 1.975
F 4.649 -3.461 2.366
O 7.208 -3.454 -0.108
C 7.273 -2.823 -1.318
C 7.895 -1.419 -1.227
F 7.274 -0.670 -0.295
F 7.757 -0.815 -2.426
F 6.078 -2.795 -1.942
F 8.116 -3.537 -2.092
H 6.275 -4.575 1.225
H 5.291 -4.253 -0.189
H 3.323 -2.568 0.466
H 8.954 -1.504 -0.977

Forces on atoms 1 to 6 (eV/Å):
C -0.6 -0.2 -0.5
C 0.8 0.1 0.3
C 0.2 -0.3 0.1
C 0.2 0.2 -0.1
C 0.2 -0.1 0.0
O -0.1 -0.1 0.1

No. 2
Molecular formula: C31H29Co2N2O6
Method: DFT, ωB97M-V/def2-TZVPD

HOMO energy (eV): -3.6
Net charge: -1
ΔE to the lowest compared entry with this formula, charge and spin (kcal/mol): 0.00

Element x y z (Å)
C 3.564 -4.015 -1.273
C 2.284 -3.297 -0.969
C 2.269 -1.905 -0.838
C 1.087 -1.192 -0.606
C 1.169 0.292 -0.452
C -0.127 -1.893 -0.541
N -1.347 -1.185 -0.311
C -2.495 -1.372 -1.040
C -2.525 -1.896 -2.295
N -3.565 -0.963 -0.281
C -4.874 -1.519 -0.436
C -5.308 -2.503 0.465
C -4.548 -2.846 1.708
C -6.502 -3.185 0.192
C -7.290 -2.882 -0.918
C -8.534 -3.671 -1.197
C -6.890 -1.822 -1.736
C -5.697 -1.124 -1.494
C -5.351 0.077 -2.312
C -3.061 -0.445 0.894
C -1.700 -0.576 0.875
C -0.120 -3.294 -0.551
C -1.357 -4.080 -0.256
C 1.081 -3.979 -0.793
H 3.385 -5.084 -1.388
H 4.031 -3.654 -2.196
H 4.310 -3.887 -0.483
H 3.202 -1.345 -0.931
H 0.196 0.760 -0.301
H 1.823 0.584 0.382
H 1.633 0.738 -1.341
H -3.492 -1.966 -2.776
H -1.553 -2.105 -2.732
H -4.865 -3.840 2.050
H -3.459 -2.898 1.581
H -4.754 -2.146 2.536
H -6.811 -3.980 0.874
H -8.997 -3.353 -2.132
H -8.331 -4.745 -1.276
H -9.282 -3.564 -0.405
H -7.517 -1.524 -2.580
H -6.137 0.221 -3.062
H -5.316 1.006 -1.722
H -4.395 -0.014 -2.839
H -3.723 -0.046 1.625
H -0.956 -0.338 1.601
H -1.122 -5.145 -0.370
H -1.745 -3.953 0.768
H -2.172 -3.855 -0.954
H 1.062 -5.069 -0.839
O 5.561 9.155 2.996
C 6.151 8.176 2.779
Co 6.895 6.651 2.371
C 8.104 6.976 1.149
O 8.860 7.119 0.287
C 7.905 6.128 3.714
O 8.528 5.688 4.577
C 5.623 5.172 2.302
C 5.279 5.680 1.014
C 4.398 6.533 0.477
Co 6.147 3.923 1.064
C 7.066 3.905 -0.437
O 7.643 4.018 -1.429
C 4.747 2.877 0.833
O 3.740 2.334 0.686
C 7.267 2.999 2.133
O 8.013 2.516 2.876
H 4.951 4.956 3.157
H 4.317 6.682 -0.589
H 3.629 6.992 1.118

Forces on atoms 1 to 6 (eV/Å):
C 0.3 -0.2 0.0
C -0.3 0.5 0.1
C -0.2 -0.2 0.0
C 0.1 -0.3 -0.2
C 0.2 0.6 -0.1
C 0.6 0.0 0.4

No. 3
Molecular formula: C31H29MoN8OSSi
Method: DFT, ωB97M-V/def2-TZVPD

HOMO energy (eV): -15.8
Net charge: +3
ΔE to the lowest compared entry with this formula, charge and spin (kcal/mol): 0.00

Element x y z (Å)
Mo 0.146 0.715 -0.496
C 1.714 4.773 -1.205
C 0.853 3.742 -0.831
N 1.309 2.496 -0.705
C 2.631 2.268 -0.918
C 3.456 3.310 -1.299
N 2.996 4.551 -1.447
C 3.076 0.888 -0.620
C 4.362 0.417 -0.689
C 4.647 -0.893 -0.253
C 3.590 -1.662 0.271
C 2.321 -1.141 0.302
N 2.066 0.099 -0.178
C 1.127 -1.798 0.861
C 1.101 -3.046 1.459
N -0.021 -3.566 1.948
C -1.131 -2.855 1.851
C -1.136 -1.586 1.271
N -0.010 -1.067 0.783
C 6.008 -1.429 -0.313
C 7.112 -0.587 -0.177
C 8.380 -1.149 -0.228
N 8.591 -2.445 -0.424
C 7.540 -3.246 -0.565
C 6.230 -2.792 -0.504
H 1.347 5.786 -1.306
H -0.197 3.919 -0.641
H 4.511 3.157 -1.489
H 5.160 1.032 -1.078
H 3.798 -2.640 0.680
H 1.996 -3.647 1.557
H -2.044 -3.283 2.246
H -2.037 -0.991 1.203
H 7.009 0.473 0.014
H 9.260 -0.529 -0.103
H 7.751 -4.294 -0.734
H 5.418 -3.492 -0.652
S -4.504 3.619 3.302
C -3.307 2.932 2.274
C -2.266 2.199 2.879
C -1.301 1.615 2.108
N -1.277 1.717 0.755
C -2.262 2.441 0.170
C -3.276 3.036 0.871
C -5.623 4.377 2.142
C -5.441 5.701 1.775
C -6.354 6.250 0.880
N -7.376 5.569 0.374
C -7.551 4.310 0.761
C -6.701 3.660 1.649
H -2.218 2.095 3.955
H -0.500 1.050 2.569
H -2.223 2.534 -0.911
H -4.037 3.589 0.339
H -4.634 6.298 2.179
H -6.256 7.282 0.565
H -8.410 3.794 0.349
H -6.890 2.639 1.951
C 0.233 -0.161 -4.718
Si -1.264 -0.173 -3.651
C -2.478 1.180 -3.941
C -1.977 -1.822 -3.252
O -0.552 0.320 -2.001
H -0.058 -0.417 -5.741
H 0.972 -0.898 -4.399
H 0.701 0.825 -4.757
H -2.974 1.005 -4.900
H -1.999 2.159 -4.004
H -3.259 1.204 -3.178
H -2.457 -2.224 -4.149
H -2.745 -1.762 -2.479
H -1.213 -2.539 -2.948

Forces on atoms 1 to 6 (eV/Å):
Mo -0.5 -0.6 0.7
C 0.1 0.0 0.0
C 0.0 0.0 0.0
N 0.1 0.1 0.0
C 0.0 -0.1 0.0
C 0.0 0.1 0.0

No. 4
Molecular formula: C31H29N5O3S
Method: DFT, ωB97M-V/def2-TZVPD

HOMO energy (eV): -8.0
Net charge: 0

Element x y z (Å)
C 2.059 2.924 -3.586
S 2.135 4.053 -2.151
C 3.858 3.834 -1.711
C 4.786 4.793 -2.068
C 6.121 4.619 -1.745
C 6.516 3.481 -1.062
C 5.593 2.522 -0.690
C 4.247 2.689 -1.002
N 3.258 1.777 -0.657
C 3.371 0.571 -0.030
O 4.414 0.088 0.363
C 2.063 -0.125 0.135
C 1.898 -0.976 1.220
C 0.696 -1.620 1.434
C -0.380 -1.445 0.567
N -1.633 -2.036 0.756
C -2.821 -1.207 0.746
C -3.349 -0.902 2.160
C -3.659 -2.208 2.881
C -2.344 -2.973 2.979
C -1.798 -3.227 1.551
C -1.354 -2.193 3.793
C -0.428 -2.835 4.570
C 0.548 -2.085 5.252
C 0.573 -0.735 5.129
C -0.401 -0.032 4.346
O -0.472 1.179 4.213
N -1.353 -0.845 3.700
C -2.359 -0.081 2.980
C -0.158 -0.692 -0.608
N -1.150 -0.717 -1.601
C -1.292 0.085 -2.689
O -0.593 1.048 -2.939
C -2.439 -0.293 -3.567
C -3.059 0.707 -4.314
C -4.122 0.377 -5.133
C -4.527 -0.950 -5.178
N -3.927 -1.913 -4.499
C -2.908 -1.597 -3.723
C 1.035 -0.016 -0.796
H 1.045 2.540 -3.639
H 2.307 3.476 -4.487
H 2.764 2.111 -3.438
H 4.456 5.671 -2.602
H 6.846 5.367 -2.028
H 7.557 3.337 -0.811
H 5.897 1.640 -0.151
H 2.322 2.112 -0.872
H 2.716 -1.107 1.910
H 0.600 -2.255 2.299
H -2.609 -0.262 0.246
H -3.614 -1.730 0.192
H -4.260 -0.308 2.042
H -4.397 -2.787 2.323
H -4.060 -2.012 3.877
H -2.497 -3.947 3.452
H -0.851 -3.765 1.596
H -2.528 -3.865 1.034
H -0.443 -3.910 4.642
H 1.279 -2.598 5.860
H 1.312 -0.126 5.625
H -1.825 0.636 2.346
H -2.897 0.513 3.729
H -1.809 -1.475 -1.493
H -2.696 1.722 -4.232
H -4.626 1.127 -5.722
H -5.362 -1.264 -5.790
H -2.437 -2.438 -3.228
H 1.161 0.548 -1.705

Forces on atoms 1 to 6 (eV/Å):
C -0.1 0.4 0.2
S 0.3 -0.1 -0.1
C -0.7 0.1 -0.1
C 0.1 0.0 0.1
C 0.1 0.1 0.0
C -0.1 0.1 -0.1

No. 5
Molecular formula: C31H29N9O9S3Ti
Method: DFT, ωB97M-V/def2-TZVPD

HOMO energy (eV): -1.4
Net charge: -2
ΔE to the lowest compared entry with this formula, charge and spin (kcal/mol): 65.92

Element x y z (Å)
Ti -0.123 -1.329 1.139
N 0.433 -2.814 -2.561
N -0.110 -1.585 -2.921
C -0.424 -0.649 -1.934
O -0.656 0.508 -2.266
O -0.451 -1.118 -0.732
H 1.445 -2.810 -2.589
H 0.052 -3.549 -3.136
H 0.218 -1.142 -3.765
C -6.351 0.507 5.190
C -5.508 -0.517 4.481
C -4.124 -0.405 4.442
C -3.321 -1.340 3.803
C -3.925 -2.440 3.201
C -5.309 -2.583 3.245
C -6.089 -1.623 3.867
S -1.701 -3.940 2.768
O -1.366 -3.540 4.123
O -3.259 -3.387 2.465
N -0.841 -3.080 1.681
C -0.308 -3.943 0.611
C 1.168 -3.613 0.410
O 1.962 -4.380 -0.088
O 1.436 -2.382 0.788
H -5.802 1.441 5.318
H -6.647 0.163 6.185
H -7.264 0.728 4.634
H -3.638 0.441 4.915
H -2.253 -1.202 3.783
H -5.755 -3.441 2.759
H -7.168 -1.737 3.874
H -0.806 -3.732 -0.340
H -0.435 -5.005 0.843
S 0.333 -0.501 3.357
C 1.206 -1.529 4.488
C 0.461 -1.923 5.634
N -0.146 -2.164 6.586
C 2.576 -1.663 4.446
S 3.671 -1.025 3.320
C 3.166 -2.408 5.543
N 3.671 -2.979 6.407
O -3.102 -1.674 0.120
C -3.047 -0.618 0.715
C -4.248 0.307 0.908
C -3.677 1.487 1.666
C -2.186 1.174 1.766
O -1.375 1.962 2.223
N -1.911 -0.070 1.277
H -5.023 -0.239 1.449
H -4.632 0.562 -0.081
H -4.060 1.565 2.684
H -3.807 2.454 1.181
C 3.991 5.365 -7.429
C 4.001 4.091 -6.632
C 4.976 3.120 -6.835
C 4.983 1.944 -6.105
C 3.991 1.690 -5.155
N 4.015 0.472 -4.462
C 3.455 0.161 -3.220
O 3.105 -0.977 -2.985
N 3.423 1.211 -2.355
C 2.764 1.311 -1.111
C 2.849 2.531 -0.446
C 2.185 2.687 0.749
C 1.429 1.631 1.243
N 1.335 0.480 0.594
C 2.008 0.297 -0.544
C 2.991 2.646 -4.963
C 3.017 3.828 -5.683
H 4.965 5.555 -7.880
H 3.738 6.222 -6.803
H 3.255 5.322 -8.236
H 5.760 3.292 -7.564
H 5.769 1.215 -6.255
H 4.251 -0.357 -4.980
H 3.896 2.047 -2.650
H 3.434 3.343 -0.867
H 2.230 3.615 1.301
H 0.875 1.709 2.166
H 1.947 -0.680 -0.991
H 2.182 2.455 -4.271
H 2.232 4.554 -5.510

Forces on atoms 1 to 6 (eV/Å):
Ti 0.4 1.1 1.1
N 0.1 -0.1 0.1
N -0.2 0.2 0.1
C -0.2 0.1 0.0
O 0.1 -0.1 0.0
O 0.0 -0.4 -0.1

No. 6
Molecular formula: C31H30BaBrClN2O6S
Method: DFT, ωB97M-V/def2-TZVPD

HOMO energy (eV): -0.7
Net charge: -2
ΔE to the lowest compared entry with this formula, charge and spin (kcal/mol): 0.00

Element x y z (Å)
Ba -1.062 2.176 1.110
C -5.271 0.862 3.722
C -3.780 0.554 3.649
C -3.435 -0.641 4.531
O -3.508 0.266 2.281
C -3.000 1.802 4.160
O -3.227 2.171 5.315
O -2.198 2.340 3.332
H -5.846 -0.031 3.466
H -5.519 1.647 3.004
H -5.532 1.202 4.723
H -4.033 -1.506 4.231
H -3.638 -0.398 5.573
H -2.381 -0.902 4.425
H -2.733 -0.315 2.209
C -1.277 -6.845 -2.626
C -1.846 -7.159 -3.984
O -1.942 -8.284 -4.415
S -2.483 -5.822 -4.970
C -2.282 -4.392 -3.942
C -1.115 -3.632 -4.005
C -0.949 -2.531 -3.186
C -1.950 -2.148 -2.276
C -3.127 -2.915 -2.238
C -3.292 -4.014 -3.061
C -1.765 -1.036 -1.411
C -1.613 -0.105 -0.624
H -2.055 -6.433 -1.982
H -0.500 -6.084 -2.694
H -0.884 -7.767 -2.203
H -0.331 -3.910 -4.700
H -0.043 -1.940 -3.244
H -3.907 -2.629 -1.544
H -4.207 -4.593 -3.014
Br 5.611 8.044 3.208
C 4.292 6.786 2.652
C 3.369 7.159 1.690
C 2.409 6.238 1.294
C 2.379 4.966 1.849
C 3.321 4.614 2.806
C 4.283 5.524 3.220
C 1.327 3.968 1.412
O 1.421 2.793 1.852
O 0.415 4.376 0.651
H 3.402 8.149 1.258
H 1.669 6.492 0.547
H 3.283 3.615 3.219
H 5.016 5.257 3.969
Cl 0.183 0.593 -4.337
C 1.608 0.304 -3.341
C 2.371 -0.803 -3.633
C 3.541 -1.087 -2.926
C 3.917 -0.167 -1.934
C 3.159 0.937 -1.641
C 1.911 1.255 -2.304
C 1.128 2.327 -1.949
H 2.041 -1.448 -4.440
H 4.136 -1.960 -3.159
H 4.834 -0.325 -1.371
H 3.492 1.619 -0.864
H 0.195 2.538 -2.454
H 1.444 3.012 -1.175
C 2.223 -0.250 1.053
N 1.263 -1.350 0.914
C 1.103 -1.845 -0.465
C 0.167 -1.258 1.656
N -0.804 -1.218 2.288
H 2.005 0.550 0.344
H 3.223 -0.633 0.846
H 2.185 0.148 2.065
H 0.750 -1.052 -1.127
H 0.386 -2.663 -0.471
H 2.076 -2.194 -0.812

Forces on atoms 1 to 6 (eV/Å):
Ba -0.2 -0.8 -0.4
C 0.0 0.0 0.0
C -0.1 0.0 0.0
C 0.0 0.0 0.0
O 0.1 0.0 -0.1
C 0.0 0.0 0.0

Asked for E_LUMO across the records above, the calculation gives -4.96, 1.88, -10.65, 0.15, 3.14, 3.37 eV in order.